Below is a cluster of 5 separate species, C10H20Br6Cl4 in total at a distorted geometry, with properties calculated with ωB97M-V/def2-TZVPD.

Cartesian coordinates (Å):
Br (5.567, 2.696, -1.463)
C (5.518, 1.873, 0.284)
C (5.907, 0.478, 0.415)
Br (5.445, 0.003, 2.271)
H (4.426, 1.987, 0.391)
H (6.133, 2.555, 0.922)
H (6.924, 0.201, 0.245)
H (5.179, -0.082, -0.115)
Br (-0.282, -2.299, -3.604)
C (-1.463, -3.044, -2.113)
C (-0.618, -3.289, -0.914)
Br (-1.608, -4.616, 0.173)
H (-1.731, -3.983, -2.558)
H (-2.328, -2.351, -2.087)
H (-0.104, -2.530, -0.336)
H (0.255, -3.670, -1.365)
Br (-5.719, -1.722, -2.279)
C (-4.930, 0.067, -2.421)
C (-5.164, 1.004, -1.267)
Br (-4.306, 2.602, -1.733)
H (-5.312, 0.530, -3.332)
H (-3.876, -0.095, -2.561)
H (-4.796, 0.684, -0.310)
H (-6.256, 1.132, -1.146)
Cl (2.053, -0.951, 3.600)
C (0.316, -0.433, 3.327)
C (0.080, 0.878, 3.999)
Cl (-1.563, 1.299, 3.556)
H (-0.333, -1.186, 3.776)
H (0.155, -0.291, 2.291)
H (0.727, 1.670, 3.675)
H (0.078, 0.821, 5.087)
Cl (-1.564, 0.200, -0.187)
C (-0.391, 1.145, -1.135)
C (0.795, 1.608, -0.142)
Cl (1.931, 0.337, 0.268)
H (-0.841, 2.006, -1.581)
H (0.108, 0.418, -1.846)
H (0.322, 1.866, 0.857)
H (1.264, 2.479, -0.644)

Charge: 0
SMILES string: BrCCBr.BrCCBr.BrCCBr.ClCCCl.ClCCCl
Electronic energy: -17677.848065 Ha
Max |F|: 3.680 eV Å⁻¹
E_HOMO: -10.313 eV

natural (NBO) population analysis, charges in e, atoms 1 to 5: -0.02 -0.47 -0.42 -0.02 0.24

=====

Below is a cluster of 12 separate species, C40H56O36 in total at a distorted geometry, with properties calculated with ωB97M-V/def2-TZVPD.

Cartesian coordinates (Å):
C (16.192, 18.044, 14.266)
C (17.412, 17.399, 14.936)
C (17.242, 17.343, 16.438)
O (17.720, 16.062, 16.818)
C (17.679, 15.275, 15.708)
O (17.945, 14.116, 15.709)
O (17.475, 15.976, 14.622)
H (16.365, 18.245, 13.215)
H (16.083, 18.978, 14.740)
H (15.264, 17.498, 14.566)
H (18.466, 17.727, 14.729)
H (16.265, 17.480, 16.824)
H (17.827, 18.084, 16.966)
C (9.100, 12.692, 10.122)
C (10.512, 13.002, 9.561)
C (11.138, 14.328, 9.983)
O (11.647, 13.937, 11.307)
C (11.764, 12.642, 11.344)
O (12.195, 12.116, 12.307)
O (11.391, 12.041, 10.181)
H (9.081, 12.752, 11.196)
H (8.800, 11.640, 9.926)
H (8.308, 13.354, 9.691)
H (10.562, 12.710, 8.468)
H (10.466, 15.097, 10.147)
H (11.947, 14.627, 9.347)
C (21.253, 14.620, 13.979)
C (20.827, 15.010, 12.664)
C (19.599, 14.371, 12.061)
O (18.841, 15.464, 11.670)
C (19.206, 16.577, 12.243)
O (18.687, 17.626, 12.070)
O (20.439, 16.439, 12.812)
H (20.386, 14.519, 14.613)
H (21.943, 15.373, 14.385)
H (21.721, 13.657, 13.956)
H (21.550, 14.924, 11.854)
H (19.053, 13.794, 12.834)
H (19.789, 13.768, 11.185)
C (19.360, 10.527, 9.172)
C (19.751, 10.360, 10.639)
C (20.831, 9.319, 11.035)
O (21.850, 10.141, 11.665)
C (21.412, 11.444, 11.723)
O (22.029, 12.335, 12.232)
O (20.219, 11.580, 11.179)
H (18.591, 11.291, 9.197)
H (18.897, 9.705, 8.661)
H (20.173, 10.840, 8.514)
H (18.781, 10.162, 11.103)
H (21.312, 8.808, 10.152)
H (20.415, 8.547, 11.764)
O (13.183, 17.070, 11.487)
C (14.096, 17.061, 10.687)
O (14.040, 17.556, 9.450)
C (15.373, 17.335, 8.849)
C (16.166, 16.473, 9.915)
O (15.301, 16.549, 10.991)
H (15.387, 16.883, 7.864)
H (15.844, 18.322, 8.893)
H (17.111, 17.021, 10.153)
H (16.273, 15.431, 9.585)
O (18.280, 7.887, 14.499)
C (18.369, 8.976, 14.935)
O (19.527, 9.730, 14.871)
C (19.191, 11.079, 15.162)
C (17.913, 10.928, 16.000)
O (17.415, 9.639, 15.589)
H (19.906, 11.620, 15.712)
H (19.030, 11.606, 14.217)
H (17.157, 11.730, 15.762)
H (18.019, 10.897, 17.119)
O (11.929, 9.558, 14.461)
C (11.695, 10.695, 14.738)
O (10.519, 11.228, 14.503)
C (10.588, 12.664, 14.623)
C (11.941, 12.854, 15.315)
O (12.586, 11.609, 15.312)
H (10.502, 13.130, 13.654)
H (9.756, 13.029, 15.212)
H (11.832, 13.122, 16.342)
H (12.562, 13.683, 14.874)
O (14.586, 15.428, 15.840)
C (14.035, 15.855, 16.823)
O (13.957, 17.153, 17.155)
C (13.543, 17.342, 18.508)
C (12.988, 15.988, 18.905)
O (13.516, 15.150, 17.846)
H (14.402, 17.714, 19.100)
H (12.888, 18.161, 18.589)
H (11.927, 15.945, 18.914)
H (13.478, 15.672, 19.841)
O (10.724, 17.647, 17.164)
C (11.283, 17.529, 16.110)
O (11.578, 16.333, 15.499)
C (12.131, 16.482, 14.159)
C (12.491, 17.940, 14.189)
O (11.695, 18.544, 15.271)
H (13.040, 15.887, 14.066)
H (11.365, 16.284, 13.410)
H (12.204, 18.428, 13.289)
H (13.554, 18.115, 14.379)
O (17.013, 13.269, 10.326)
C (16.458, 13.355, 11.349)
O (16.837, 12.864, 12.576)
C (15.733, 12.903, 13.522)
C (14.827, 13.998, 12.832)
O (15.191, 13.929, 11.442)
H (15.313, 11.926, 13.777)
H (16.208, 13.181, 14.422)
H (15.094, 14.998, 13.251)
H (13.743, 13.889, 12.949)
O (16.507, 9.962, 10.608)
C (15.716, 9.530, 11.416)
O (15.925, 9.565, 12.718)
C (14.860, 8.921, 13.365)
C (13.859, 8.870, 12.267)
O (14.544, 8.983, 11.067)
H (15.193, 7.955, 13.686)
H (14.544, 9.496, 14.237)
H (13.228, 9.810, 12.344)
H (13.149, 8.022, 12.288)
O (13.915, 14.966, 7.598)
C (14.463, 13.917, 7.842)
O (15.594, 13.537, 7.236)
C (15.839, 12.168, 7.732)
C (14.728, 11.798, 8.641)
O (13.905, 12.966, 8.692)
H (15.802, 11.530, 6.831)
H (16.782, 12.163, 8.203)
H (15.231, 11.608, 9.605)
H (14.096, 11.012, 8.281)

Charge: 0
SMILES string: C[C@H]1COC(=O)O1.C[C@H]1COC(=O)O1.C[C@H]1COC(=O)O1.C[C@H]1COC(=O)O1.O=C1OCCO1.O=C1OCCO1.O=C1OCCO1.O=C1OCCO1.O=C1OCCO1.O=C1OCCO1.O=C1OCCO1.O=C1OCCO1
Electronic energy: -4266.593702 Ha
Energy relative to the best compared isomer or geometry (same formula, charge and spin): 35.65 kJ/mol
Max |F|: 4.719 eV Å⁻¹
E_HOMO: -10.591 eV

Mulliken population analysis, charges in e, atoms 1 to 5: -1.12 0.09 -0.36 -0.47 -0.22

=====

Below is a structure of composition C28H26AuClFN5O5S, with properties calculated with ωB97M-V/def2-TZVPD.

Cartesian coordinates (Å):
Au (0.706, 3.532, -0.831)
F (-2.184, -2.582, -0.989)
C (-1.215, -2.230, -0.090)
C (-0.886, -0.907, 0.015)
C (0.070, -0.509, 0.932)
C (0.374, 0.941, 1.076)
O (-0.419, 1.764, 0.659)
C (1.648, 1.230, 1.733)
C (2.188, 0.254, 2.486)
N (1.692, -1.031, 2.604)
C (2.307, -1.934, 3.538)
C (2.463, -1.468, 4.948)
C (1.448, -2.524, 4.617)
C (0.712, -1.462, 1.729)
C (0.371, -2.809, 1.592)
C (-0.609, -3.212, 0.694)
N (-0.912, -4.607, 0.629)
C (-1.406, -5.210, 1.851)
C (-2.916, -5.077, 1.965)
N (-3.526, -5.795, 0.785)
C (-3.042, -5.220, -0.527)
C (-1.516, -5.215, -0.542)
C (2.478, 2.515, 1.587)
O (3.281, 2.736, 2.491)
O (2.372, 3.175, 0.507)
H (-1.373, -0.156, -0.598)
H (3.087, 0.464, 3.051)
H (3.094, -2.560, 3.128)
H (2.092, -0.478, 5.177)
H (3.358, -1.751, 5.482)
H (0.406, -2.231, 4.630)
H (1.643, -3.544, 4.920)
H (0.905, -3.565, 2.154)
H (-0.944, -4.749, 2.720)
H (-1.136, -6.273, 1.858)
H (-3.220, -4.033, 1.894)
H (-3.322, -5.519, 2.873)
H (-4.544, -5.749, 0.826)
H (-3.267, -6.782, 0.836)
H (-3.446, -4.215, -0.589)
H (-3.456, -5.831, -1.327)
H (-1.183, -4.716, -1.447)
H (-1.165, -6.253, -0.593)
S (1.027, 6.434, -0.519)
C (2.587, 6.132, -0.043)
N (3.413, 5.454, -0.918)
C (4.609, 4.944, -0.577)
C (5.117, 5.209, 0.647)
C (4.306, 6.007, 1.485)
N (3.123, 6.463, 1.178)
H (2.954, 5.155, -1.771)
H (5.104, 4.335, -1.320)
H (6.065, 4.810, 0.970)
H (4.669, 6.274, 2.474)
Cl (-5.117, 2.963, -7.404)
C (-3.810, 3.004, -6.241)
C (-2.569, 2.507, -6.600)
C (-1.542, 2.530, -5.667)
C (-1.746, 3.047, -4.394)
C (-2.998, 3.553, -4.062)
C (-4.039, 3.532, -4.981)
C (-0.599, 3.027, -3.395)
O (0.427, 2.439, -3.714)
O (-0.860, 3.622, -2.294)
H (-2.413, 2.110, -7.595)
H (-0.562, 2.143, -5.910)
H (-3.140, 3.966, -3.072)
H (-5.015, 3.926, -4.730)

Charge: 0
Electronic energy: -2826.423148 Ha
Energy relative to the best compared isomer or geometry (same formula, charge and spin): 226.97 kJ/mol
Max |F|: 0.518 eV Å⁻¹
E_HOMO: -5.905 eV

natural (NBO) population analysis, charges in e, atoms 1 to 5: 0.71 -0.36 0.37 -0.22 -0.18

=====

Below is a structure of composition C2HBrClFIN at a distorted geometry, with properties calculated with ωB97M-V/def2-TZVPD.

Cartesian coordinates (Å):
C (1.404, 0.820, -0.987)
C (2.774, -0.059, -0.856)
N (1.786, 1.999, -1.178)
F (3.531, 0.223, -2.008)
Cl (-0.009, -0.029, -0.946)
Br (2.685, -1.940, -0.823)
I (3.833, 0.762, 0.881)
H (1.183, 2.805, -1.411)

Charge: 0
Electronic energy: -3563.280199 Ha
Energy relative to the best compared isomer or geometry (same formula, charge and spin): 36.69 kJ/mol
Max |F|: 4.358 eV Å⁻¹
E_HOMO: -9.600 eV

natural (NBO) population analysis, charges in e, atoms 1 to 5: 0.14 0.07 -0.59 -0.37 0.10

=====

Below is the molecule C7H13N at a distorted geometry, with properties calculated with ωB97M-V/def2-TZVPD.

Cartesian coordinates (Å):
C (-2.042, -1.443, 1.061)
C (-0.842, -1.640, 0.387)
C (0.096, -0.526, 0.258)
C (1.423, -0.614, -0.036)
N (2.032, -1.911, -0.197)
C (-0.493, 0.777, 0.284)
C (0.327, 1.768, -0.505)
C (-0.534, 2.929, -0.952)
H (-2.381, -0.447, 1.488)
H (-2.691, -2.198, 1.426)
H (-0.594, -2.557, -0.040)
H (2.130, 0.200, -0.215)
H (2.714, -1.943, -1.082)
H (1.414, -2.703, -0.128)
H (-1.515, 0.625, -0.269)
H (-0.768, 1.092, 1.262)
H (0.970, 2.336, 0.342)
H (0.919, 1.425, -1.252)
H (-1.531, 2.918, -0.913)
H (-0.293, 3.717, -0.226)
H (-0.206, 3.406, -1.988)

Charge: 0
SMILES string: C=C/C(=C\N)CCC
Electronic energy: -329.154122 Ha
Energy relative to the best compared isomer or geometry (same formula, charge and spin): 308.07 kJ/mol
Max |F|: 6.401 eV Å⁻¹
E_HOMO: -7.599 eV

natural (NBO) population analysis, charges in e, atoms 1 to 5: -0.40 -0.19 -0.14 0.03 -0.84

=====

Below is a structure of composition C4H4F2S2 at a distorted geometry, with properties calculated with ωB97M-V/def2-TZVPD.

Cartesian coordinates (Å):
C (0.378, -0.904, -1.302)
C (0.650, -0.385, 0.129)
C (-0.978, 0.448, 1.499)
C (-0.116, 0.941, 0.412)
H (0.820, -1.903, -1.455)
H (-0.688, -0.994, -1.570)
H (0.835, -0.224, -1.997)
H (1.708, -0.247, 0.334)
F (0.616, 1.972, 0.820)
F (-0.845, 1.283, -0.681)
S (-0.385, -1.242, 1.386)
S (-1.993, 1.257, 2.427)

Charge: 0
Electronic energy: -1150.896063 Ha
Energy relative to the best compared isomer or geometry (same formula, charge and spin): 0.00 kJ/mol
Max |F|: 1.921 eV Å⁻¹
E_HOMO: -9.180 eV

natural (NBO) population analysis, charges in e, atoms 1 to 5: -0.62 -0.36 -0.35 0.59 0.22